No. 1
20
Properties=species:S:1:pos:R:3:nbo_charge:R:1 method="wB97M-V/def2-TZVPD" multiplicity=2 e_lumo_ev="0.52 / -0.03" relative_energy_kcal_mol=19.4
O 2.29958 0.59708 -0.19374 -0.987
C 2.09597 0.11929 1.07280 -0.070
C 1.34602 -1.21606 1.08481 -0.092
O 0.18475 -1.17728 0.24383 -0.666
C -1.11100 -1.06061 0.80238 -0.082
C -1.73638 0.22772 0.31770 -0.101
O -1.51741 0.32117 -1.08702 -0.642
C -2.27121 1.34422 -1.72449 -0.259
Mg 0.45745 -0.22452 -1.62201 0.934
H 1.51916 0.83373 1.70940 0.103
H 3.03784 -0.09124 1.63552 0.137
H 1.03281 -1.51359 2.09840 0.169
H 1.97200 -1.97833 0.59911 0.189
H -1.09882 -1.07068 1.89992 0.202
H -1.68469 -1.92645 0.44154 0.193
H -1.28267 1.10232 0.80884 0.194
H -2.81541 0.21467 0.52975 0.191
H -1.87941 1.45615 -2.74109 0.214
H -3.32936 1.05188 -1.76378 0.186
H -2.16715 2.29305 -1.17852 0.188

=====

No. 2
17
Properties=species:S:1:pos:R:3:nbo_charge:R:1 method="wB97M-V/def2-TZVPD" charge=-1 multiplicity=2 e_lumo_ev="3.78 / 3.67" relative_energy_kcal_mol=14.9
C -0.67989 -1.69872 -2.30573 -0.603
C -0.39204 -0.29180 -1.78739 -0.425
C 0.34588 -0.27070 -0.48702 -0.402
C -0.01068 0.48712 0.56035 -0.050
N 0.57941 0.45356 1.79305 -0.638
C 0.50681 1.55512 2.74289 -1.039
H -1.21841 -2.34280 -1.59475 0.199
H -1.29234 -1.67381 -3.20558 0.186
H 0.25588 -2.19595 -2.58754 0.189
H -1.33619 0.24754 -1.70913 0.194
H 0.17739 0.23658 -2.56259 0.179
H 1.20490 -0.92395 -0.40212 0.180
H -0.87907 1.14014 0.56908 0.184
H 1.27727 -0.25210 1.96030 0.365
H 0.11628 1.22168 3.71284 0.157
H -0.14985 2.32924 2.35978 0.176
H 1.49466 1.97886 2.94355 0.147

=====

No. 3
17
Properties=species:S:1:pos:R:3:nbo_charge:R:1 method="wB97M-V/def2-TZVPD" e_lumo_ev=1.14 smiles="C=CCCNC" relative_energy_kcal_mol=31.1
C -1.56859 -0.42244 1.13158 -0.427
N -0.99946 -1.13590 -0.00418 -0.606
C -0.62818 -0.17538 -1.09314 -0.223
C 0.11060 1.10146 -0.67123 -0.485
C 1.23932 0.82735 0.31057 -0.162
C 2.12663 -0.15044 0.18315 -0.431
H -2.38529 0.23019 0.81173 0.188
H -0.84306 0.17908 1.69532 0.170
H -1.99448 -1.12538 1.85312 0.200
H -0.09672 -1.46958 0.33076 0.348
H -1.59592 -0.00255 -1.55770 0.201
H 0.05698 -0.70021 -1.75182 0.192
H -0.54819 1.88027 -0.28390 0.211
H 0.53396 1.57788 -1.56674 0.225
H 1.21864 1.52084 1.14202 0.200
H 2.22763 -0.66189 -0.76923 0.192
H 2.85179 -0.40934 0.94211 0.206

=====

No. 4
17
Properties=species:S:1:pos:R:3:nbo_charge:R:1 method="wB97M-V/def2-TZVPD" e_lumo_ev=1.05 smiles="C=C(C)CCN" relative_energy_kcal_mol=26.2
C -0.65896 -1.42757 -0.35294 -0.217
C -0.84506 -0.15801 0.43847 -0.462
C 0.33587 0.85451 0.43752 0.059
C 0.22371 2.14267 0.14732 -0.430
C 1.61047 0.26376 1.02230 -0.652
N -1.27136 -1.28206 -1.67744 -0.839
H 0.40697 -1.63061 -0.48314 0.172
H -1.10110 -2.25796 0.19678 0.188
H -1.64375 0.49772 0.07816 0.215
H -1.20408 -0.32719 1.46161 0.221
H 1.14031 2.69668 -0.03128 0.196
H -0.66004 2.59672 -0.27954 0.195
H 1.85413 -0.62708 0.43474 0.207
H 1.39017 -0.12589 2.01649 0.218
H 2.50391 0.88193 0.97526 0.218
H -1.28146 -0.31278 -1.95502 0.354
H -0.79973 -1.78483 -2.42928 0.357